Record 1
C17H20N6O in the gas phase, computed with wB97M-V/def2-TZVPD.

Computed properties:
Spin multiplicity = 1
HOMO energy = -7.629 eV
Gap between HOMO and LUMO = 7.978 eV
SMILES = CCn1cc2c(n1)CN(C1CCOCC1)c1[nH]ccc3nnc-2c1-3
Energy above the lowest of the compared OMol25 structures with the same formula, charge and spin = 101.3 kcal/mol
Calculated total energy = -28937.3237 eV

Structure (XYZ):
```
44
Properties=species:S:1:pos:R:3:lowdin_charge:R:1
C 5.23913 0.11598 -1.25189 -0.13
C 4.44939 -0.98268 -1.80184 -0.21
N 2.95495 -0.82291 -1.53623 -0.14
C 2.09794 -1.94050 -1.51943 -0.01
C 0.85613 -1.41602 -1.25250 -0.09
C 0.99843 0.05422 -1.02911 -0.17
N 2.31840 0.33688 -1.18216 0.11
C -0.23403 0.93066 -0.81811 -0.10
N -1.12212 0.36748 0.17600 -0.03
C -0.97698 0.61406 1.61921 -0.29
C 0.42747 1.00213 2.10548 -0.14
C 0.80002 2.41917 1.84587 -0.16
O -0.31990 3.31768 2.19521 -0.14
C -1.58626 2.97503 1.63272 -0.18
C -1.92909 1.60627 2.26312 -0.13
C -2.17346 -0.56209 -0.16027 -0.14
N -3.54206 -0.34148 0.06923 0.12
C -4.49333 -1.33564 -0.21388 -0.08
C -4.15045 -2.56006 -0.82394 0.03
C -2.66617 -2.74105 -0.98377 -0.23
N -1.93677 -3.66560 -1.62087 0.03
N -0.61316 -3.29565 -1.64147 0.06
C -0.48308 -2.10844 -1.15198 -0.20
C -1.76550 -1.66811 -0.77033 -0.13
H 4.98244 0.39169 -0.22118 0.08
H 5.03415 1.04567 -1.89317 0.10
H 6.25253 -0.21206 -1.35927 0.07
H 4.81046 -1.90036 -1.26303 0.13
H 4.50396 -1.10416 -2.86186 0.11
H 2.36923 -3.04059 -1.69740 0.15
H -0.02422 1.96126 -0.76452 0.09
H -0.78284 0.99374 -1.78906 0.15
H -1.23790 -0.34831 2.20766 0.17
H 1.16772 0.37436 1.70927 0.09
H 0.47804 0.72489 3.19138 0.14
H 1.64747 2.62025 2.50366 0.12
H 1.22081 2.59258 0.83316 0.12
H -2.27400 3.76919 1.84465 0.11
H -1.49725 2.84612 0.55987 0.10
H -2.94145 1.30011 2.20782 0.08
H -1.64603 1.63248 3.38991 0.16
H -3.85527 0.53891 0.40967 0.13
H -5.61573 -1.09511 0.03062 0.15
H -4.74161 -3.38996 -1.18722 0.10
```


Record 2
C17H20O in the gas phase, computed with wB97M-V/def2-TZVPD.

Computed properties:
Spin multiplicity = 1
HOMO energy = -8.132 eV
Gap between HOMO and LUMO = 9.020 eV
SMILES = C[C@@H]1CC2=C(C[C@@H]1C)[C@@]1(C)O[C@@H]2c2ccccc21
Calculated total energy = -20000.0267 eV

Structure (XYZ):
```
38
Properties=species:S:1:pos:R:3:lowdin_charge:R:1
C 1.90848 -2.59084 1.99212 -0.09
C 1.06180 -1.47679 1.42576 -0.37
C 1.74389 -0.99771 0.16020 -0.12
C 0.98391 0.18172 -0.40557 -0.08
C 0.09875 0.94603 0.32586 -0.05
C -0.16203 0.72054 1.81288 -0.09
C 0.84319 -0.30044 2.41740 -0.33
C 2.14374 0.42128 2.79043 -0.06
C -0.66511 1.72888 -0.75813 -0.39
C -1.46799 2.94394 -0.23489 0.02
O 0.40039 1.95705 -1.67073 -0.01
C 0.79065 0.57826 -1.86120 -0.15
C -0.54562 -0.00066 -2.27098 -0.12
C -0.89277 -0.97369 -3.22914 0.01
C -2.28924 -1.16937 -3.41930 -0.08
C -3.23725 -0.42063 -2.70570 -0.09
C -2.83508 0.52362 -1.74208 0.00
C -1.45720 0.73056 -1.57522 -0.12
H 1.95020 -3.46063 1.26611 0.10
H 1.46893 -2.90312 2.97116 0.09
H 2.93121 -2.27013 2.18170 0.07
H 0.09720 -1.90998 1.09014 0.16
H 1.72852 -1.80548 -0.57501 0.13
H 2.79392 -0.71830 0.38625 0.13
H -0.10970 1.65972 2.37878 0.11
H -1.17320 0.32265 1.95499 0.12
H 0.41869 -0.69494 3.36136 0.14
H 2.85439 -0.32264 3.28693 0.10
H 2.59708 0.83879 1.90716 0.07
H 1.92008 1.22799 3.50932 0.08
H -0.80357 3.52634 0.38610 0.08
H -1.85138 3.58539 -1.04087 0.09
H -2.27911 2.60153 0.41995 0.09
H 1.59805 0.41875 -2.55757 0.16
H -0.13666 -1.47559 -3.81280 0.10
H -2.58226 -1.88655 -4.16195 0.09
H -4.28773 -0.63947 -2.86527 0.10
H -3.55719 1.10391 -1.13818 0.11
```


Record 3
A molecular structure, C17H21AsN3PbS2, computed with wB97M-V/def2-TZVPD.

Computed properties:
Spin multiplicity = 1
HOMO energy = -15.980 eV
Gap between HOMO and LUMO = 5.051 eV
Net charge = +3
Calculated total energy = -110167.8555 eV

Structure (XYZ):
```
45
Properties=species:S:1:pos:R:3:lowdin_charge:R:1
Pb -0.07920 -2.41102 -1.51091 1.15
C 4.10858 -4.91840 2.87414 -0.24
S 4.25734 -3.29949 2.08329 0.98
C 2.66200 -3.00986 1.31470 -0.90
S 3.71129 -3.53596 0.06392 0.86
N 1.58270 -2.61783 1.79579 0.03
N 0.46696 -2.40902 0.97802 -0.10
C -0.59321 -2.27442 1.70013 -0.03
C -1.92043 -2.10360 1.13076 -0.26
C -3.01624 -1.97445 1.96543 0.05
C -4.28646 -1.86124 1.40124 0.03
C -4.40758 -1.88888 0.02582 0.03
C -3.25921 -2.01944 -0.75148 -0.10
N -2.04437 -2.11851 -0.21717 -0.10
H 5.11920 -5.19427 3.17636 0.08
H 3.68581 -5.64400 2.18280 0.08
H 3.47370 -4.77002 3.74929 0.08
H -0.50290 -2.31747 2.78289 0.16
H -2.88524 -1.97085 3.03964 0.14
H -5.15901 -1.76356 2.03363 0.14
H -5.37184 -1.81807 -0.45865 0.14
H -3.33304 -2.05103 -1.83230 0.13
C -1.68128 1.21641 -1.38737 -0.26
As 0.06724 0.42911 -1.63205 1.01
C 0.60463 0.98117 -3.40549 -0.25
C 1.27260 1.34467 -0.37591 -0.30
C 1.01928 2.82209 -0.42613 -0.34
C 0.10926 3.40799 0.45226 -0.07
C -0.14293 4.76931 0.38999 -0.05
C 0.50854 5.55378 -0.55354 -0.04
C 1.42196 4.97749 -1.42599 -0.04
C 1.67727 3.61593 -1.36402 -0.06
H -1.59487 2.28214 -1.59859 0.06
H -2.01754 1.08552 -0.36021 0.04
H -2.39192 0.76758 -2.07959 0.04
H 0.51145 2.06575 -3.45792 0.05
H -0.04466 0.52680 -4.15180 0.05
H 1.63807 0.69627 -3.59386 0.05
H 2.28543 1.08871 -0.69095 0.08
H 1.09436 0.92629 0.61525 0.07
H -0.38517 2.80432 1.20643 0.11
H -0.83716 5.22264 1.08437 0.12
H 0.31581 6.61687 -0.59801 0.12
H 1.94633 5.59159 -2.14529 0.12
H 2.41447 3.17901 -2.02890 0.12
```


Record 4
A molecular structure, C17H21AuFN4S, computed with wB97M-V/def2-TZVPD.

Computed properties:
Spin multiplicity = 1
HOMO energy = -11.401 eV
Gap between HOMO and LUMO = 6.521 eV
Net charge = +1
Energy above the lowest of the compared OMol25 structures with the same formula, charge and spin = 50.2 kcal/mol
Calculated total energy = -41166.8979 eV

Structure (XYZ):
```
45
Properties=species:S:1:pos:R:3:lowdin_charge:R:1
Au 0.63077 0.53423 -0.60563 0.95
C 6.12039 0.27783 -3.29159 -0.06
C 4.78075 0.29080 -3.64951 -0.07
C 3.80964 0.20640 -2.66476 -0.03
C 4.18802 0.11171 -1.33155 -0.25
C 5.53230 0.10030 -0.96435 -0.01
C 6.49301 0.18189 -1.95411 -0.06
N 3.12403 0.02111 -0.39646 0.00
N 3.43192 -0.02936 0.79853 0.10
C 2.31540 -0.13674 1.66374 -0.25
C 2.55825 -0.37225 3.01277 0.00
C 1.51311 -0.53358 3.90660 -0.05
C 0.20204 -0.47089 3.46754 -0.06
C -0.07972 -0.22623 2.12191 -0.09
C 0.98491 -0.05575 1.26693 -0.20
H 6.88193 0.34397 -4.05706 0.11
H 4.49409 0.36835 -4.68906 0.11
H 2.75829 0.22074 -2.92390 0.09
H 5.80714 0.02907 0.07764 0.11
H 7.54072 0.17305 -1.68625 0.11
H 3.58981 -0.42821 3.33486 0.13
H 1.72571 -0.71280 4.95107 0.12
H -0.61644 -0.59871 4.16324 0.11
H -1.10210 -0.16562 1.77764 0.08
C -4.35898 2.55101 -0.95320 -0.06
C -4.05981 1.35312 -0.06914 -0.21
N -2.74278 0.80238 -0.43415 0.03
C -2.34302 -0.45158 -0.55330 -0.73
S -0.92599 -0.82594 -1.54972 0.65
N -2.93302 -1.49454 -0.00215 0.03
C -4.01151 -1.56182 0.99392 -0.21
C -5.30362 -2.10771 0.41299 -0.06
H -5.39455 2.85834 -0.81993 0.09
H -4.21250 2.30523 -2.00494 0.09
H -3.72378 3.39938 -0.69754 0.09
H -4.81187 0.57949 -0.20889 0.10
H -4.05279 1.64511 0.98237 0.13
H -2.11144 1.46605 -0.86154 0.11
H -2.53430 -2.38033 -0.28121 0.13
H -4.14280 -0.57574 1.43049 0.10
H -3.64388 -2.21058 1.79006 0.13
H -5.69635 -1.46040 -0.37109 0.07
H -6.05400 -2.19238 1.19772 0.09
H -5.15214 -3.09930 -0.01323 0.09
F 1.52514 2.27090 -0.31577 -0.52
```


Record 5
A molecular structure, C17H21B2F4N5O8SY, computed with wB97M-V/def2-TZVPD.

Computed properties:
Spin multiplicity = 1
HOMO energy = -12.742 eV
Gap between HOMO and LUMO = 8.606 eV
Net charge = +1
Calculated total energy = -65900.9507 eV

Structure (XYZ):
```
59
Properties=species:S:1:pos:R:3:lowdin_charge:R:1
Y -0.13906 0.05103 0.43544 1.58
C -0.19804 4.50619 -0.56812 0.03
C -0.52846 3.12607 -0.13198 -0.21
N 0.06491 2.06009 -0.49009 -0.11
O 1.26996 2.03461 -1.15351 0.03
B 2.49072 2.10946 -0.17197 -1.05
F 3.52006 2.51977 -0.94383 0.22
F 2.13849 2.92452 0.87663 0.18
O 2.88344 0.73847 0.38018 0.07
N 1.98829 0.31442 1.29856 -0.06
C 2.35018 -0.18942 2.41335 -0.20
C 3.75539 -0.32397 2.87552 0.02
C 1.16049 -0.45878 3.33386 -0.18
N 0.00624 -0.30597 2.79257 0.00
O -1.06762 -0.34155 3.68074 0.13
B -2.15891 0.50059 3.47213 -0.71
F -2.86273 -1.48803 1.19473 -0.03
F -3.10564 0.37723 4.36778 0.30
O -2.38617 1.53404 2.56108 0.14
N -1.44817 1.78639 1.56827 0.03
C -1.64454 2.85558 0.88453 -0.20
C -2.74974 3.82802 1.07359 0.03
C 1.36453 -0.75512 4.77762 0.03
H 0.83456 4.55588 -0.90248 0.10
H -0.85759 4.77171 -1.39848 0.11
H -0.36483 5.22450 0.23193 0.10
H 4.43530 -0.05452 2.07309 0.10
H 3.93094 0.32931 3.73193 0.11
H 3.95598 -1.34872 3.19210 0.10
H -3.62266 3.35333 1.51126 0.10
H -2.41760 4.62756 1.74024 0.12
H -3.00785 4.27861 0.11659 0.10
H 2.40506 -0.97888 4.98764 0.08
H 1.06122 0.10771 5.37348 0.12
H 0.73610 -1.59363 5.07523 0.11
C 1.52053 -2.45239 -5.38295 -0.02
C 0.46233 -2.07476 -4.39480 -0.22
C 0.43087 -0.78905 -3.84538 0.01
C -0.50437 -0.46436 -2.89003 -0.05
C -1.42661 -1.43552 -2.47873 -0.32
C -1.44482 -2.71084 -3.05039 -0.02
C -0.49160 -3.01253 -4.00142 0.01
S -2.54586 -1.04550 -1.25419 0.75
O -3.81985 -1.64043 -1.42751 -0.20
O -2.36173 0.36010 -0.91601 -0.33
N -1.81779 -1.68337 0.25714 -0.26
C -1.30649 -3.06893 0.26249 -0.05
C 0.11325 -3.02734 -0.33619 -0.63
O 0.58264 -4.03077 -0.80127 0.12
O 0.66541 -1.84455 -0.28003 -0.16
H 1.93148 -1.57822 -5.88307 0.09
H 1.14209 -3.14135 -6.13524 0.09
H 2.33612 -2.95400 -4.85763 0.10
H 1.14816 -0.04792 -4.16946 0.13
H -0.57439 0.54419 -2.50105 0.10
H -2.18064 -3.44526 -2.75626 0.13
H -0.47497 -3.99860 -4.44515 0.13
H -1.95594 -3.75545 -0.27815 0.13
H -1.22010 -3.37966 1.30565 0.15
```


Record 6
A molecular structure, C17H21BN6Ni, computed with wB97M-V/def2-TZVPD.

Computed properties:
Spin multiplicity = 3
HOMO energy (alpha / beta) = -14.794 / -14.770 eV
Gap between HOMO and LUMO (alpha / beta) = 8.784 / 4.379 eV
Net charge = +2
Energy above the lowest of the compared OMol25 structures with the same formula, charge and spin = 87.6 kcal/mol
⟨S²⟩ = 2.03
Calculated total energy = -68608.2986 eV

Structure (XYZ):
```
46
Properties=species:S:1:pos:R:3:mulliken_spin:R:1
C 0.22744 2.64703 -0.12860 0.00
N 0.41884 1.38303 -0.56090 0.00
N 0.58184 1.41233 -1.91210 0.01
C 0.49314 2.69923 -2.33050 0.00
C 0.26794 3.52173 -1.22580 0.01
B 0.73694 0.13723 -2.82180 0.00
N 1.89724 -0.72507 -2.26520 0.01
N 1.99194 -1.04177 -0.95100 0.00
C 3.08684 -1.81017 -0.79950 0.00
C 3.71354 -2.00407 -2.04520 0.01
C 2.92404 -1.29267 -2.94810 0.00
Ni 0.50674 -0.33697 0.43870 0.01
N -0.57166 -0.66887 -2.89010 0.13
N -1.18806 -1.17187 -1.78690 0.19
C -2.32226 -1.73217 -2.22720 0.15
C -2.45596 -1.60027 -3.63090 0.29
C -1.30986 -0.91257 -4.01430 0.23
H -2.99786 -2.21637 -1.51830 0.01
H -0.96036 -0.58327 -4.99310 0.00
H -3.26026 -1.96147 -4.27180 -0.01
H 1.02624 0.53703 -3.92960 0.00
H 3.01524 -1.14567 -4.02360 0.00
H 0.59254 2.93133 -3.38970 0.00
H 4.61874 -2.57117 -2.25670 0.00
H 0.15174 4.60403 -1.21560 0.00
H 3.37154 -2.16807 0.19030 0.00
H 0.08064 2.83853 0.93280 0.00
H -0.31516 -1.88477 0.14640 0.00
C 0.27964 -1.92357 1.07820 0.00
H 1.07494 -2.67507 0.96770 0.00
H 0.91154 -0.94497 1.70720 0.00
H -0.37216 -2.12377 1.93860 0.00
C -1.11246 0.60753 1.13320 0.12
C -1.14276 0.68883 2.66420 0.22
C -2.32046 0.57593 3.45660 0.16
C -2.24706 0.67373 4.85030 0.00
C -1.01866 0.90263 5.47570 0.25
C 0.13974 1.04533 4.71020 0.05
C 0.07654 0.94473 3.31840 0.09
H -1.55386 -0.33227 1.49330 0.07
H -1.72956 1.42493 0.70270 0.02
H -3.27916 0.39933 2.98660 0.00
H -3.14216 0.57083 5.44870 0.00
H -0.96296 0.97823 6.55390 0.00
H 1.08824 1.23383 5.19470 0.00
H 0.98904 1.06953 2.74830 0.00
```